# 1
Entry from the Open Molecules 2025 dataset: a structure of composition C31H54ClNO3P2PtSSi2 (the ωB97M-V functional and the def2-TZVPD basis).

Structure (XYZ):
```
96
Properties=species:S:1:pos:R:3:mulliken_charge:R:1
Pt -0.38 0.05 -0.57 2.764
C -1.74 0.02 1.60 -0.640
C -2.11 1.23 0.90 0.418
C -2.71 0.76 -0.35 -0.635
Si -1.75 2.91 1.59 0.043
C -2.72 -0.67 -0.36 -0.699
C -2.12 -1.16 0.87 0.125
Si -1.75 -2.87 1.52 0.143
H -1.25 0.01 2.58 0.167
H -3.18 1.41 -1.09 0.480
H -3.18 -1.30 -1.12 0.481
Cl 0.17 0.07 -2.98 -0.343
C -1.46 -2.76 3.36 -0.815
C -3.15 -4.03 1.16 -1.154
C -1.45 2.76 3.42 -0.958
C -3.14 4.09 1.26 -1.091
H -4.04 -3.72 1.74 0.359
H -2.89 -5.05 1.48 0.329
H -3.44 -4.07 0.10 0.343
H -0.60 -2.11 3.61 0.018
H -1.25 -3.76 3.77 0.289
H -2.35 -2.35 3.88 0.340
H -4.05 3.75 1.80 0.362
H -3.41 4.18 0.19 0.323
H -2.89 5.10 1.63 0.324
H -2.34 2.35 3.94 0.356
H -1.23 3.75 3.85 0.360
H -0.59 2.10 3.65 0.089
C -0.15 -3.40 0.69 -1.048
C -0.14 3.47 0.76 -0.475
P 0.05 -2.62 -0.96 -0.076
H 0.00 -4.50 0.71 0.998
H 0.70 -2.98 1.31 0.045
P 0.04 2.72 -0.91 0.018
H 0.69 3.04 1.38 -0.545
H 0.00 4.57 0.81 0.957
C 1.68 3.34 -1.58 0.889
C -1.25 3.69 -1.88 1.432
C -1.25 -3.57 -1.96 1.350
C 1.69 -3.22 -1.65 1.067
C 2.74 -2.13 -1.55 -1.246
H 1.48 -3.39 -2.73 0.467
C 2.20 -4.52 -1.04 -1.580
H 2.48 -4.37 0.02 0.232
H 3.12 -4.84 -1.58 0.484
H 1.48 -5.35 -1.11 0.287
H 2.42 -1.22 -2.08 0.176
H 3.69 -2.48 -1.99 0.562
H 2.93 -1.86 -0.49 0.052
H -2.18 -3.32 -1.43 -0.595
C -1.09 -5.09 -1.98 -1.707
C -1.36 -3.02 -3.39 -1.541
H -1.02 -5.52 -0.97 0.286
H -0.22 -5.41 -2.57 0.360
H -1.99 -5.54 -2.46 0.446
H -1.57 -1.94 -3.38 0.276
H -2.18 -3.54 -3.91 0.455
H -0.43 -3.18 -3.95 0.304
H -2.19 3.43 -1.36 -0.575
C -1.35 3.18 -3.32 -1.539
C -1.10 5.22 -1.85 -1.729
H -1.03 5.62 -0.83 0.294
H -1.99 5.67 -2.33 0.451
H -0.22 5.55 -2.43 0.347
H -1.55 2.10 -3.35 0.290
H -0.42 3.37 -3.88 0.304
H -2.17 3.71 -3.83 0.452
C 2.74 2.24 -1.50 -1.144
C 2.21 4.63 -0.94 -1.545
H 1.47 3.53 -2.65 0.374
H 2.48 4.46 0.11 0.245
H 1.49 5.46 -0.99 0.294
H 3.12 4.95 -1.47 0.467
H 2.93 1.95 -0.45 0.087
H 3.69 2.60 -1.93 0.552
H 2.42 1.34 -2.06 0.175
C 0.73 0.09 -6.63 -0.963
H -0.28 0.09 -7.00 0.321
H 1.26 0.99 -6.90 0.320
H 1.27 -0.81 -6.91 0.318
O 2.28 -1.92 1.33 -0.901
C 1.54 -0.97 1.81 0.079
N 0.96 0.11 1.23 0.089
S 2.25 1.42 1.94 0.902
O 3.62 1.00 1.97 -0.643
O 1.63 2.32 2.97 -0.640
C 2.19 0.46 3.58 -0.332
C 2.61 0.85 4.80 -0.493
C 2.57 -0.10 5.81 -0.711
C 2.20 -1.42 5.58 -0.840
C 1.83 -1.83 4.31 -0.537
C 1.71 -0.82 3.36 0.157
H 2.93 1.84 4.99 0.591
H 2.87 0.20 6.83 0.358
H 2.19 -2.16 6.38 0.396
H 1.55 -2.83 4.05 0.621
```

Results
Energy relative to the best compared isomer or geometry (same formula, charge and spin), kcal per mole: 130.3
Maximum force, eV Å⁻¹: 3.46
2S+1: 5
E, eV: -101584.7388
HOMO energy (alpha / beta), eV: -7.44 / -6.73
HOMO-LUMO gap (alpha / beta), eV: 5.5 / 4.9
Expectation value of S²: 6.18
Charge: 0

# 2
Entry from the Open Molecules 2025 dataset: a structure of composition C46H31BrN8O4S2Tl (the ωB97M-V functional and the def2-TZVPD basis).

Structure (XYZ):
```
93
Properties=species:S:1:pos:R:3:mulliken_charge:R:1
Tl -0.27 -0.28 -0.16 3.087
C 4.43 -0.30 0.30 -1.378
C 4.85 0.97 -0.04 -0.720
C 3.91 1.88 -0.51 -1.190
C 2.58 1.50 -0.61 0.771
N 2.18 0.27 -0.25 0.599
C 3.09 -0.61 0.18 -0.378
C 1.55 2.38 -1.22 0.895
C 1.78 3.72 -1.52 -1.109
C 0.81 4.44 -2.20 -0.753
C -0.36 3.80 -2.59 -1.085
C -0.53 2.48 -2.22 -0.484
N 0.39 1.80 -1.53 0.630
H 5.12 -1.06 0.64 0.529
H 5.89 1.26 0.03 0.460
H 4.22 2.87 -0.83 0.426
H 2.72 -1.59 0.41 0.594
H 2.70 4.21 -1.24 0.464
H 0.97 5.48 -2.44 0.456
H -1.14 4.32 -3.14 0.549
H -1.44 1.94 -2.47 0.628
S -3.50 4.75 -0.56 0.015
C -4.38 6.19 -0.35 -0.362
C -4.21 6.71 0.90 -0.678
C -3.35 5.92 1.70 -0.555
C -2.87 4.81 1.05 0.523
C -1.97 3.78 1.57 0.218
C -1.67 2.64 0.79 -0.095
N -0.88 1.67 1.19 0.604
C -0.36 1.71 2.44 -0.623
C -0.59 2.80 3.29 0.693
C -0.04 2.79 4.61 -1.256
C 0.66 1.73 5.06 -1.170
C 0.86 0.57 4.24 0.723
C 1.51 -0.59 4.69 -1.003
C 1.62 -1.69 3.87 0.482
C 1.10 -1.58 2.57 -0.651
N 0.53 -0.49 2.11 0.387
C 0.38 0.58 2.92 -0.391
C 2.27 -2.94 4.29 0.436
C 2.41 -4.09 3.56 -0.265
C 3.10 -5.11 4.28 -0.678
C 3.45 -4.72 5.53 -0.345
S 2.97 -3.12 5.85 -0.205
C -1.40 3.84 2.82 -0.822
H -4.99 6.58 -1.15 0.447
H -4.69 7.61 1.24 0.402
H -3.11 6.16 2.73 0.400
H -2.11 2.52 -0.19 -0.034
H -0.20 3.65 5.25 0.482
H 1.06 1.72 6.07 0.489
H 1.90 -0.61 5.70 0.482
H 1.16 -2.40 1.87 0.240
H 2.05 -4.23 2.55 0.548
H 3.31 -6.09 3.88 0.409
H 3.98 -5.29 6.28 0.445
H -1.58 4.70 3.46 0.447
Br -0.43 -2.11 -6.90 -0.115
C -0.46 -1.58 -5.10 -0.084
C 0.73 -1.34 -4.43 -0.862
C 0.66 -0.96 -3.10 -0.151
N -0.51 -0.82 -2.45 0.408
C -1.64 -1.06 -3.11 -0.499
C -1.66 -1.44 -4.44 -0.895
H 1.69 -1.45 -4.90 0.527
H 1.56 -0.79 -2.54 0.218
H -2.56 -0.95 -2.55 0.542
H -2.61 -1.63 -4.93 0.528
O -5.31 0.70 -0.73 -0.778
C -5.47 -0.30 0.17 0.415
C -6.77 -0.60 0.57 -0.751
C -6.99 -1.61 1.49 -0.374
C -5.93 -2.34 2.02 -0.917
C -4.65 -2.05 1.63 -0.542
C -4.40 -1.03 0.70 0.390
C -3.01 -0.75 0.29 1.367
O -2.04 -1.41 0.80 -0.981
O -2.77 0.18 -0.56 -0.846
H -4.35 0.77 -0.89 0.424
H -7.59 -0.02 0.15 0.481
H -8.01 -1.83 1.79 0.395
H -6.12 -3.13 2.74 0.426
H -3.81 -2.59 2.03 0.489
N -0.99 -3.77 -0.75 -0.114
C 0.28 -3.34 -0.94 -0.087
O 0.68 -2.33 -0.24 0.342
C 1.11 -3.95 -1.89 0.392
C 2.38 -3.37 -2.13 0.111
N 3.39 -2.84 -2.32 -0.715
C 0.63 -5.04 -2.65 -0.337
N 0.19 -5.89 -3.30 -0.558
H -1.50 -3.40 0.03 0.159
H -1.30 -4.63 -1.19 0.260
```

Results
Energy relative to the best compared isomer or geometry (same formula, charge and spin), kcal per mole: 0.0
Maximum force, eV Å⁻¹: 0.65
E, eV: -164719.8669
HOMO energy, eV: -10.02
HOMO-LUMO gap, eV: 6.6
Charge: +1